41
Properties=species:S:1:pos:R:3:forces:R:3:nbo_charge:R:1 method="wB97M-V/def2-TZVPD" total_charge=+1 homo_ev=-11.728 gap_ev=7.262
Hg -2.320 -1.384 -1.057 -10.66 -0.21 -8.85 1.593
O -1.114 -0.440 -0.515 12.62 13.56 5.34 -1.207
H -0.145 -0.453 -0.636 -1.14 0.58 -1.31 0.545
C 0.132 1.398 -2.395 -0.03 -0.08 -0.69 0.528
O 0.909 1.352 -3.318 0.79 -0.37 -0.39 -0.615
N -0.562 2.478 -2.052 -1.55 0.99 0.78 -0.421
C -1.678 2.351 -1.080 1.24 0.50 -0.21 -0.438
C -0.488 3.773 -2.783 -0.39 -1.46 0.19 -0.419
H -0.146 0.529 -1.780 0.55 0.77 -0.81 0.073
H -2.664 2.470 -1.530 0.03 0.25 -0.19 0.194
H -1.470 3.120 -0.337 -0.61 0.13 0.11 0.203
H -1.625 1.391 -0.567 -0.02 0.67 -0.57 0.219
H -0.540 4.566 -2.037 0.24 0.11 -0.28 0.207
H 0.385 3.784 -3.435 0.07 0.11 0.43 0.251
H -1.365 3.799 -3.430 -0.09 0.36 -0.04 0.199
C -2.012 -3.988 -0.370 6.44 -4.36 1.82 0.576
O -2.663 -3.019 -0.628 -7.32 -9.02 1.37 -0.796
N -0.667 -3.908 -0.128 -0.63 -0.23 -0.19 -0.357
C 0.253 -5.047 0.216 -1.25 -0.96 0.62 -0.433
C 0.077 -2.641 0.004 1.43 -0.53 0.15 -0.536
H -2.377 -5.021 -0.261 -0.44 0.43 -0.28 0.190
H 1.299 -4.891 -0.048 -0.35 0.63 -0.07 0.250
H -0.009 -6.025 -0.187 -0.48 0.33 -0.65 0.234
H 0.143 -5.236 1.284 0.44 0.41 0.18 0.226
H 0.776 -2.677 0.839 -0.40 -0.41 0.31 0.265
H 0.784 -2.512 -0.816 -0.02 -0.37 -0.51 0.231
H -0.429 -1.677 0.057 -0.05 -2.69 1.15 0.227
C -0.092 2.496 2.383 0.51 0.32 1.12 -0.162
C 1.209 2.643 2.923 -1.76 0.73 -0.81 -0.199
C 2.188 1.802 2.538 1.19 -1.83 -0.41 -0.170
C 1.860 0.687 1.744 -0.33 0.61 -0.61 0.018
C 0.532 0.479 1.311 0.67 0.41 -0.10 -0.132
C -0.474 1.409 1.601 1.35 0.76 1.32 -0.234
N 2.948 -0.216 1.229 2.19 0.18 1.77 0.519
O 2.577 -1.273 0.739 0.37 0.69 -0.22 -0.405
O 4.161 0.078 1.464 -3.77 -0.55 -0.89 -0.341
H -0.778 3.270 2.693 -0.43 -0.09 -0.24 0.225
H 1.482 3.490 3.535 -0.30 0.07 0.08 0.236
H 3.187 1.989 2.904 0.21 -0.34 -0.27 0.257
H 0.225 -0.310 0.640 1.42 0.34 1.85 0.174
H -1.507 1.364 1.289 0.30 -0.44 0.00 0.225


37
Properties=species:S:1:pos:R:3:forces:R:3:nbo_charge:R:1 method="wB97M-V/def2-TZVPD" smiles="CC[C@H]1[C@H](C)C[C@H](C)[C@]12C(=O)N[C@H](S)NC2=O" total_charge=0 relative_energy_ev=0.0000 homo_ev=-9.507 gap_ev=9.940
C 2.162 3.089 -1.435 0.40 0.22 0.33 -0.604
C 2.164 1.796 -0.627 -1.10 -0.49 -0.40 -0.405
C 0.795 1.563 0.135 0.44 -0.88 -0.98 -0.166
C -0.543 1.693 -0.693 0.53 0.74 -0.09 -0.225
C -1.220 3.078 -0.600 1.48 -0.07 0.31 -0.601
C -1.529 0.675 -0.127 0.10 -0.05 -0.68 -0.404
C -0.831 -0.058 0.992 -0.50 -0.23 1.84 -0.184
C -1.324 0.508 2.369 0.06 0.58 -1.12 -0.609
C 0.709 0.108 0.757 0.41 -0.81 0.72 -0.242
C 1.586 -0.037 2.015 -0.34 0.89 1.41 0.698
O 1.926 0.910 2.680 0.30 1.51 -0.19 -0.596
N 1.989 -1.254 2.499 -0.09 0.46 0.09 -0.664
C 1.523 -2.429 1.870 1.08 -0.80 1.27 0.019
S 2.693 -3.750 2.272 -0.49 -0.55 0.90 -0.021
N 1.580 -2.261 0.496 0.28 -0.08 -1.10 -0.662
C 1.101 -1.127 -0.091 -0.82 0.23 -2.33 0.706
O 0.882 -1.195 -1.288 0.18 0.83 -0.25 -0.607
H 1.921 3.907 -0.745 -0.02 0.11 -0.35 0.198
H 1.411 3.020 -2.216 -0.10 0.25 -0.11 0.204
H 3.139 3.326 -1.908 -0.56 -0.31 0.33 0.214
H 2.309 0.953 -1.324 0.00 0.19 0.31 0.210
H 2.993 1.808 0.076 -0.05 -0.12 0.27 0.211
H 0.729 2.307 0.931 0.15 -0.35 0.36 0.232
H -0.324 1.473 -1.751 -0.06 -0.01 0.37 0.216
H -1.948 3.173 -1.381 -0.43 0.20 -0.40 0.212
H -0.467 3.873 -0.674 -0.34 0.01 -0.16 0.208
H -1.718 3.177 0.363 -0.01 0.10 0.09 0.196
H -1.780 0.002 -0.934 -0.32 -0.37 -0.09 0.227
H -2.456 1.164 0.232 0.46 -0.36 -0.21 0.207
H -1.103 -1.117 0.967 0.04 -0.03 0.08 0.207
H -1.043 1.579 2.480 0.23 -0.77 0.14 0.217
H -2.423 0.538 2.361 0.24 -0.38 0.07 0.212
H -0.971 -0.109 3.185 0.11 0.16 0.37 0.211
H 2.874 -1.277 3.008 -0.66 0.16 -0.14 0.427
H 0.527 -2.666 2.232 -0.23 -0.29 0.02 0.188
H 2.193 -3.901 3.534 0.36 -0.11 -0.56 0.144
H 2.054 -2.956 -0.078 -0.72 0.41 -0.10 0.427


39
Properties=species:S:1:pos:R:3:forces:R:3:nbo_charge:R:1 method="wB97M-V/def2-TZVPD" smiles="CC(C)C[C@H](N)C(=O)N[C@@H](Cc1c[nH]cn1)C(=O)O" total_charge=0 relative_energy_ev=1.5343 homo_ev=-8.694 gap_ev=9.463
C 3.162 -1.957 2.347 0.45 0.72 0.67 -0.622
C 1.955 -2.658 1.722 -0.38 -0.13 -1.54 -0.222
C 1.560 -3.973 2.376 -0.69 -0.26 0.42 -0.607
C 0.630 -1.802 1.567 -0.84 0.35 -0.59 -0.412
C 0.676 -0.468 0.751 0.44 -0.92 -0.34 -0.137
N 1.104 0.662 1.545 0.88 0.48 -0.39 -0.838
C -0.613 -0.191 -0.065 -0.18 -0.08 0.01 0.695
O -1.116 -1.054 -0.775 0.11 0.21 0.52 -0.648
N -1.099 1.072 0.049 -0.32 -0.38 -0.28 -0.601
C -2.257 1.662 -0.603 -0.57 -1.07 -0.89 -0.136
C -2.217 1.446 -2.125 0.78 0.30 -0.56 -0.459
C -1.056 2.225 -2.657 0.15 0.25 0.48 0.085
C 0.018 1.639 -3.225 -0.29 -0.11 -0.71 -0.095
N 0.861 2.631 -3.535 1.28 2.81 0.00 -0.519
C 0.353 3.838 -3.068 -0.40 -0.86 -0.29 0.149
N -0.807 3.583 -2.510 -0.72 0.22 0.00 -0.476
C -3.540 1.049 -0.053 1.06 0.37 3.62 0.783
O -3.609 0.934 1.163 -0.60 -0.23 -1.08 -0.610
O -4.514 0.728 -0.866 -0.27 0.06 -1.41 -0.661
H 3.593 -1.152 1.721 -0.62 -0.12 0.09 0.205
H 2.898 -1.497 3.337 0.30 -0.47 -0.70 0.202
H 4.062 -2.598 2.479 -0.90 -0.08 0.12 0.223
H 2.242 -2.941 0.692 -0.02 0.35 0.14 0.196
H 0.776 -4.459 1.800 -0.29 0.24 -0.09 0.214
H 2.249 -4.801 2.549 0.79 0.61 -0.16 0.215
H 1.138 -3.717 3.335 -0.30 -0.18 0.61 0.198
H 0.183 -1.481 2.510 0.44 -0.22 0.61 0.193
H -0.226 -2.364 1.132 0.99 -0.33 -0.01 0.242
H 1.427 -0.590 -0.040 0.00 0.00 0.00 0.208
H 0.568 0.769 2.369 -1.31 0.09 0.81 0.353
H 1.988 0.415 1.960 0.61 0.12 -0.31 0.364
H -0.518 1.741 0.480 0.82 0.37 0.69 0.420
H -2.210 2.705 -0.236 -0.46 -0.33 -0.81 0.252
H -3.151 1.720 -2.658 0.46 -0.19 0.64 0.238
H -1.955 0.358 -2.311 -0.74 1.27 0.25 0.263
H 0.168 0.668 -3.619 0.11 -0.79 0.11 0.218
H 1.773 2.567 -3.918 0.58 -0.36 -0.40 0.408
H 0.784 4.866 -3.246 -0.33 -1.64 0.35 0.211
H -5.280 0.422 -0.370 -0.01 -0.09 0.41 0.506


34
Properties=species:S:1:pos:R:3:forces:R:3:nbo_charge:R:1 method="wB97M-V/def2-TZVPD" total_charge=+1 relative_energy_ev=1.8821 homo_ev=-13.093 gap_ev=8.026
C 1.842 1.287 -3.189 -0.18 1.23 -0.26 -0.148
C 2.032 -0.010 -2.778 0.65 -1.21 -0.30 -0.199
C 0.654 1.956 -2.954 -2.90 0.80 0.31 -0.204
C 1.056 -0.635 -2.057 -0.56 2.36 -0.91 -0.165
C -0.377 1.302 -2.185 -1.34 2.10 -1.54 -0.165
C -0.144 0.004 -1.773 -1.28 -0.74 2.28 -0.588
C -2.403 1.244 1.306 2.46 0.90 0.60 -0.300
C -2.620 0.471 0.246 0.54 -1.09 -0.55 -0.775
C 1.036 -1.577 1.656 1.33 2.40 -0.09 -0.624
C 1.042 3.243 2.185 -1.22 -3.01 0.47 -0.856
C -0.315 -2.187 1.815 -0.36 -0.62 0.19 -0.432
C -1.174 -2.402 0.563 0.79 -0.81 -0.82 -0.521
N -0.560 -3.383 -0.384 1.51 0.58 2.03 -0.865
Si -1.249 -0.723 -0.398 -0.82 1.01 0.15 1.936
H 2.610 1.807 -3.728 0.26 0.02 -0.33 0.238
H 2.878 -0.617 -3.129 -0.15 0.60 0.37 0.242
H 0.333 2.961 -3.439 1.17 -1.79 1.01 0.252
H 1.063 -1.609 -1.830 0.72 -3.67 0.94 0.225
H -1.469 1.774 -2.099 2.76 -0.86 0.05 0.247
H -3.016 2.059 1.671 -0.67 -0.43 -0.08 0.230
H -1.374 1.314 1.825 -1.56 -0.49 -0.87 0.199
H -3.592 0.436 -0.267 0.36 0.25 0.23 0.258
H 1.557 -1.541 2.656 -0.47 0.02 -1.09 0.253
H 1.722 -2.097 0.938 -0.72 0.44 0.53 0.232
H 0.934 -0.437 1.324 0.36 -2.08 0.43 0.191
H 1.856 3.935 2.191 0.52 0.21 -0.68 0.234
H 0.600 2.849 1.218 1.16 0.89 0.61 0.200
H 0.190 3.725 2.666 0.11 -0.14 0.37 0.217
H -0.975 -1.592 2.423 0.10 0.55 0.71 0.224
H -0.193 -3.125 2.388 -0.35 0.01 -0.52 0.234
H -2.096 -2.807 1.025 -0.21 0.74 -0.81 0.256
H 0.055 -3.992 0.222 -1.05 0.45 -1.38 0.382
H -1.253 -3.903 -0.871 -0.39 -0.66 -0.23 0.382
H 1.350 2.268 2.766 -0.59 2.01 -0.81 0.206


33
Properties=species:S:1:pos:R:3:forces:R:3:nbo_charge:R:1 method="wB97M-V/def2-TZVPD" smiles=CCc1ccc(O)cc1.CC(C)C total_charge=0 relative_energy_ev=1.0492 homo_ev=-8.372 gap_ev=9.258
C 0.645 0.680 1.670 0.87 0.05 0.87 -0.624
C 0.710 -0.433 0.627 -0.46 0.91 -0.37 -0.406
C 2.031 -0.676 -0.069 -0.67 -0.62 -0.06 -0.059
C 1.988 -1.519 -1.186 0.91 0.13 -0.34 -0.167
C 3.166 -1.886 -1.831 -0.28 0.32 1.15 -0.290
C 4.343 -1.280 -1.390 0.90 0.19 -1.27 0.290
O 5.513 -1.448 -2.132 -0.60 -0.08 0.63 -0.674
C 4.401 -0.363 -0.361 -0.40 -0.18 -0.42 -0.270
C 3.228 -0.143 0.355 0.02 0.05 0.32 -0.184
H 0.909 0.282 2.656 -0.08 0.01 0.01 0.203
H -0.310 1.185 1.785 0.07 -0.44 -0.28 0.223
H 1.378 1.472 1.511 0.00 0.03 -0.35 0.205
H 0.347 -1.356 1.077 -0.09 -0.11 -0.11 0.212
H 0.020 -0.146 -0.177 -0.04 -0.35 0.12 0.203
H 1.049 -1.827 -1.616 -0.26 -0.30 0.25 0.209
H 3.191 -2.654 -2.590 -0.07 0.16 -0.31 0.210
H 5.266 -2.001 -2.873 0.24 -0.15 -0.31 0.471
H 5.315 0.213 -0.304 0.03 -0.14 0.65 0.231
H 3.184 0.425 1.275 0.40 0.33 -0.18 0.213
C -2.791 1.136 1.547 0.59 2.41 0.42 -0.623
C -2.933 0.765 0.068 -0.13 -1.83 1.75 -0.230
C -3.814 -0.521 0.046 0.45 0.75 0.32 -0.596
C -3.556 1.821 -0.789 0.37 0.05 -1.44 -0.609
H -2.670 0.336 2.271 -0.34 -0.24 -0.16 0.214
H -3.504 1.898 1.869 -1.23 -0.78 0.08 0.211
H -1.968 1.838 1.776 0.42 -0.58 -0.65 0.203
H -1.937 0.433 -0.224 0.04 0.41 -0.65 0.196
H -4.767 -0.221 0.496 -0.21 -0.39 -0.47 0.201
H -3.881 -0.932 -0.961 -0.43 0.08 0.00 0.205
H -3.395 -1.294 0.693 0.09 0.05 -0.05 0.203
H -2.933 2.703 -0.955 -0.03 0.10 0.40 0.212
H -3.671 1.399 -1.801 -0.13 0.12 0.20 0.208
H -4.553 2.116 -0.464 0.06 0.02 0.26 0.209


33
Properties=species:S:1:pos:R:3:forces:R:3:nbo_charge:R:1 method="wB97M-V/def2-TZVPD" total_charge=+1 relative_energy_ev=0.0000 homo_ev="-12.097 / -12.096" gap_ev="6.201 / 6.200"
C 2.895 1.176 -0.017 -0.28 -0.34 -0.13 -0.160
C 2.779 -1.221 -0.087 -0.19 0.39 -0.12 -0.162
C 3.520 -0.061 0.080 0.10 -0.04 0.06 0.019
C 1.518 1.301 -0.285 -0.42 0.40 -0.03 -0.186
C 1.390 -1.193 -0.346 -0.49 -0.33 0.01 -0.185
C 0.985 0.079 -0.431 0.80 -0.18 0.48 0.624
C 4.985 -0.130 0.380 0.06 0.04 -0.03 -0.632
C 0.813 2.610 -0.338 -0.32 0.28 0.10 -0.616
C 0.572 -2.426 -0.481 -0.37 -0.32 -0.10 -0.614
C -3.498 1.527 -0.364 0.23 -0.22 -0.05 -0.937
C -3.152 -0.303 1.788 0.20 0.04 -0.26 -0.938
C -3.628 -1.279 -0.841 0.28 0.22 0.07 -0.936
P -2.613 -0.031 0.053 0.18 0.09 -0.07 0.866
H 3.451 2.091 0.128 -0.01 0.13 -0.04 0.247
H 3.238 -2.196 -0.010 -0.01 -0.10 0.01 0.247
H 5.554 0.283 -0.452 0.07 -0.01 -0.01 0.242
H 5.218 0.457 1.265 0.06 0.01 0.05 0.239
H 5.307 -1.154 0.543 0.06 -0.05 0.02 0.231
H 0.067 2.609 -1.129 -0.02 0.06 -0.04 0.242
H 0.302 2.778 0.611 -0.02 0.05 -0.02 0.246
H 1.513 3.423 -0.502 0.06 -0.01 -0.03 0.246
H 0.393 -2.637 -1.536 -0.01 -0.02 0.01 0.250
H 1.082 -3.277 -0.039 0.03 0.02 0.01 0.244
H -0.393 -2.284 0.006 0.05 -0.04 -0.03 0.239
H -3.163 2.328 0.296 -0.02 0.00 -0.02 0.243
H -4.574 1.385 -0.247 0.03 0.04 0.02 0.239
H -3.285 1.812 -1.397 -0.04 -0.01 0.08 0.245
H -4.241 -0.268 1.850 -0.02 0.01 0.00 0.239
H -2.730 0.467 2.432 0.00 0.01 0.03 0.245
H -2.806 -1.274 2.137 0.01 -0.04 0.03 0.244
H -4.677 -1.161 -0.568 -0.02 -0.01 0.01 0.238
H -3.301 -2.283 -0.581 0.01 -0.05 0.00 0.242
H -3.523 -1.146 -1.917 0.01 -0.01 0.00 0.247